Arrangement one

Molecular formula: H36O18
Method: DFT, ωB97M-V/def2-TZVPD

Computed properties:
E_HOMO = -10.7 eV
total charge = 0

Atoms and positions in Å:
O: -1.26300 1.44966 5.42970
H: -0.35029 1.73264 5.48547
H: -1.23098 0.63270 4.93192
O: 1.16058 -3.41757 4.03367
H: 0.28872 -3.80779 4.09545
H: 1.20250 -3.06316 3.14549
O: -2.23848 2.25304 -4.47343
H: -1.92526 1.95987 -3.61775
H: -3.19185 2.26505 -4.38880
O: -1.60383 4.31202 -0.66038
H: -1.69255 3.46098 -1.08943
H: -1.32615 4.90500 -1.35859
O: -2.44403 -2.83682 1.65776
H: -2.26816 -3.27176 2.49210
H: -1.64014 -2.35453 1.46440
O: 0.38340 0.10996 -0.26172
H: -0.24250 0.59841 0.27298
H: 0.89412 0.78436 -0.70957
O: -2.06717 1.19824 0.97743
H: -2.11385 2.10220 1.28875
H: -2.37659 0.67379 1.71598
O: 0.60808 -0.13045 3.60698
H: 0.29010 -0.25300 2.71249
H: 1.55731 -0.04833 3.51509
O: -4.62552 0.19956 -2.27629
H: -4.53059 -0.65300 -1.85159
H: -4.98044 -0.00184 -3.14214
O: -2.21349 1.64898 -1.72253
H: -1.89011 1.55701 -0.82631
H: -3.03026 1.15004 -1.73534
O: 2.58218 0.73456 -5.92145
H: 2.38388 1.29479 -5.17109
H: 2.80178 1.34497 -6.62530
O: -3.22725 0.11111 3.39614
H: -2.99493 -0.76645 3.69970
H: -2.88179 0.69723 4.06945
O: 0.42924 -2.30565 1.09606
H: 0.45919 -2.89622 0.34335
H: 0.60369 -1.43925 0.72841
O: 3.19552 0.66075 3.32820
H: 3.59469 -0.04884 2.82482
H: 3.92513 1.05704 3.80449
O: 3.36848 1.32869 -1.64292
H: 3.72118 0.78747 -2.34927
H: 3.87482 2.13984 -1.68639
O: -0.51263 -0.99018 -3.85578
H: -0.39538 -0.71464 -2.94662
H: -1.14310 -1.70892 -3.80931
O: 5.85829 0.42497 -0.30144
H: 5.60345 -0.43704 0.02752
H: 5.16438 0.66177 -0.91679
O: 2.53927 -4.38268 -2.29200
H: 1.90825 -4.35827 -3.01134
H: 2.00213 -4.35041 -1.50038



Arrangement two

Molecular formula: H36O18
Method: DFT, ωB97M-V/def2-TZVPD

Computed properties:
E_HOMO = -11.0 eV
total charge = 0

Atoms and positions in Å:
O: 2.96138 0.40950 -1.48869
H: 2.34155 1.12606 -1.67261
H: 3.72518 0.93484 -1.22443
O: -0.76044 -2.24199 4.96431
H: -0.34313 -1.69474 4.29584
H: -0.87733 -3.17448 4.81367
O: -4.56135 -0.28388 0.29469
H: -4.10116 0.12046 1.02895
H: -3.97018 -0.58342 -0.41759
O: -2.96142 -4.48772 1.23110
H: -2.47009 -3.93993 0.62483
H: -3.85698 -4.29477 1.46475
O: 0.05606 2.68653 -1.10188
H: -0.63840 2.80961 -1.73631
H: -0.03644 2.62047 -0.16177
O: 3.04523 3.76740 -1.98945
H: 3.17493 4.70469 -2.10992
H: 2.19006 3.40997 -2.21898
O: 2.58986 -2.63580 1.47977
H: 2.04647 -1.98973 1.00136
H: 2.84505 -3.27523 0.81278
O: 0.61655 -0.51594 3.20254
H: 0.56635 0.23452 2.59698
H: 1.52860 -0.78010 3.08170
O: 0.36948 -0.28648 -4.06381
H: -0.12611 -1.03649 -4.41140
H: 0.91998 -0.75192 -3.41849
O: 1.41903 -2.38496 -1.85937
H: 2.03154 -2.94277 -2.34318
H: 1.51439 -2.26234 -0.91533
O: -2.88992 -1.09413 -1.50981
H: -3.51592 -1.35562 -2.18424
H: -2.43319 -0.35348 -1.91290
O: 0.03762 -1.70692 0.99785
H: -0.49518 -1.91753 0.23773
H: -0.34292 -1.13937 1.67775
O: 3.80473 -0.99187 -3.91116
H: 3.83823 -0.03592 -4.03546
H: 3.03733 -1.01904 -3.32971
O: -0.42464 -4.10940 -2.60866
H: 0.03334 -3.46912 -2.03086
H: -0.15534 -5.01263 -2.45184
O: -1.42872 1.97954 5.69976
H: -0.60301 2.11931 5.25344
H: -1.71528 1.07543 5.79646
O: -4.59277 1.70995 -1.57736
H: -4.34652 0.94772 -1.01323
H: -5.53285 1.62595 -1.63908
O: 2.02326 4.10034 2.98367
H: 2.06796 5.05895 2.95363
H: 2.86845 3.77597 3.30345
O: 0.17659 5.49515 0.03370
H: 0.73665 6.26855 -0.07120
H: 0.61344 4.78684 -0.42198



Structures ranked by computed energy, the most stable listed first: arrangement one, arrangement two.